(1)
Computed, not measured: a molecular structure, C27H31AsMgN8O10S2, with ωB97M-V with the def2-TZVPD basis set.

Geometry as ORCA input:
```
! RIJCOSX wB97M-V def2-TZVPD def2/J DEFGRID3
* xyz -2 1
Mg -0.692 -0.030 1.399
O -0.691 -0.862 5.407
C -0.672 -0.347 4.286
O -1.273 -0.718 3.240
C 0.200 0.900 4.107
C 0.842 1.478 5.195
C 1.568 2.638 4.998
C 1.628 3.183 3.724
C 0.973 2.533 2.690
N 0.279 1.413 2.879
H 0.741 0.996 6.156
H 2.078 3.116 5.827
H 2.181 4.091 3.522
H 0.993 2.906 1.675
N 3.126 -3.092 -4.678
C 3.042 -2.538 -3.383
C 4.141 -2.573 -2.527
C 4.057 -2.017 -1.260
C 2.887 -1.403 -0.851
C 1.784 -1.359 -1.696
C 1.865 -1.926 -2.956
S 2.767 -0.683 0.777
O 3.834 -1.248 1.567
O 2.802 0.758 0.617
N 1.281 -1.061 1.232
C 0.887 -2.360 1.221
N 1.734 -3.401 1.133
C 1.198 -4.604 1.266
C -0.149 -4.824 1.492
C -0.953 -3.689 1.473
N -0.460 -2.484 1.291
H 3.757 -3.877 -4.726
H 2.220 -3.352 -5.041
H 5.057 -3.056 -2.851
H 4.887 -2.073 -0.568
H 0.844 -0.924 -1.361
H 0.991 -1.916 -3.598
H 1.891 -5.440 1.190
H -0.558 -5.814 1.631
H -2.031 -3.755 1.577
O -3.230 0.922 -1.727
As -2.390 -0.562 -1.281
O -2.402 -1.553 -2.583
O -0.906 -0.213 -0.612
C -3.532 -1.347 0.099
C -3.894 -2.667 -0.160
C -4.638 -3.396 0.756
C -5.008 -2.816 1.962
C -4.668 -1.498 2.224
C -3.957 -0.759 1.288
S -3.716 0.979 1.629
O -4.602 1.659 0.684
O -4.040 1.179 3.018
O -2.312 1.253 1.268
H -3.674 1.317 -0.950
H -3.571 -3.106 -1.098
H -4.908 -4.423 0.536
H -5.557 -3.387 2.701
H -4.936 -1.020 3.156
C -1.407 3.834 -0.863
N -0.487 3.652 -1.983
C -1.179 3.093 -3.147
C 0.698 2.991 -1.628
N 0.844 2.523 -0.457
N 1.630 2.900 -2.675
C 2.822 2.126 -2.410
C 1.896 4.094 -3.449
H -2.246 4.441 -1.210
H -0.898 4.351 -0.053
H -1.781 2.885 -0.473
H -1.663 2.142 -2.905
H -0.486 2.941 -3.972
H -1.952 3.797 -3.463
H 1.755 2.106 -0.284
H 2.567 1.176 -1.948
H 3.527 2.650 -1.746
H 3.326 1.920 -3.356
H 0.990 4.682 -3.558
H 2.268 3.819 -4.440
H 2.659 4.726 -2.967
*
```

Summary:
Calculated total energy = -148860.3291 eV
Energy relative to the best compared isomer or geometry (same formula, charge and spin) = 20.0 kcal per mole

***

(2)
Computed, not measured: a molecular structure, C27H31AsN4O8PdS, with ωB97M-V with the def2-TZVPD basis set.

Geometry as ORCA input:
```
! RIJCOSX wB97M-V def2-TZVPD def2/J DEFGRID3
* xyz 2 5
Pd -1.003 -0.239 -0.033
O -4.046 3.219 -0.806
As -2.670 2.616 0.298
O -1.896 3.990 0.745
O -2.391 1.090 -0.592
C -3.978 2.196 1.795
C -4.956 3.165 2.008
C -5.857 3.072 3.102
C -5.870 1.833 3.739
C -4.871 0.922 3.517
C -4.003 0.968 2.483
S -2.567 -0.067 2.563
O -2.579 -1.033 1.375
O -2.603 -0.746 3.802
O -1.501 0.946 2.385
H -4.434 2.427 -1.147
H -5.002 3.964 1.257
H -6.644 3.824 3.275
H -6.688 1.610 4.389
H -4.831 -0.039 4.131
C 0.902 -5.370 -2.249
N 1.178 -4.481 -1.161
N 0.213 -3.499 -0.756
C 0.847 -2.573 0.063
O 0.245 -1.678 0.710
C 2.178 -2.984 0.135
C 2.370 -4.200 -0.517
C 3.570 -5.058 -0.518
C -1.179 -3.771 -0.787
C -2.067 -2.781 -1.039
C -3.394 -2.941 -0.790
C -3.884 -4.201 -0.366
C -2.998 -5.256 -0.163
C -1.583 -5.001 -0.318
H 0.197 -6.205 -1.903
H 1.908 -5.832 -2.486
H 0.364 -4.929 -3.097
H 2.923 -2.541 0.755
H 4.494 -4.427 -0.415
H 3.706 -5.614 -1.470
H 3.568 -5.802 0.287
H -1.676 -1.884 -1.534
H -4.008 -2.059 -0.723
H -4.930 -4.381 -0.304
H -3.361 -6.272 0.006
H -0.905 -5.845 -0.167
C 5.380 4.647 0.142
C 5.219 3.221 0.599
N 3.946 2.601 0.132
C 2.743 3.165 0.885
C 2.161 4.490 0.391
C 3.867 2.251 -1.176
O 4.776 2.530 -1.968
C 2.619 1.540 -1.663
C 2.330 1.648 -3.021
C 1.042 1.413 -3.419
C 0.078 0.901 -2.548
N 0.437 0.564 -1.299
C 1.673 0.891 -0.870
H 6.397 5.014 -0.144
H 4.881 5.300 0.813
H 4.873 4.675 -0.851
H 5.341 3.231 1.656
H 6.024 2.594 0.199
H 3.028 3.365 1.899
H 1.980 2.377 0.848
H 2.431 5.229 1.132
H 1.061 4.523 0.270
H 2.699 4.730 -0.557
H 3.142 1.920 -3.811
H 0.621 1.827 -4.324
H -0.943 0.730 -2.861
H 1.905 0.487 0.065
*
```

Summary:
⟨S²⟩ = 6.05
Calculated total energy = -125971.6826 eV

***

(3)
Computed, not measured: a molecular structure, C27H31BMnN7O2SSe, with ωB97M-V with the def2-TZVPD basis set.

Geometry as ORCA input:
```
! RIJCOSX wB97M-V def2-TZVPD def2/J DEFGRID3
* xyz -1 6
Mn -0.423 2.256 -0.238
C 2.671 1.722 1.066
N 2.224 2.253 -0.209
C 2.679 1.588 -1.415
C 1.680 1.854 -2.489
N 0.427 2.213 -2.229
C -0.176 2.438 -3.434
C -1.457 2.907 -3.721
C -1.783 3.088 -5.053
C -0.884 2.800 -6.073
C 0.406 2.344 -5.803
C 0.744 2.180 -4.473
N 1.914 1.813 -3.848
C 1.623 2.031 2.079
N 0.357 2.280 1.762
C -0.306 2.483 2.939
C -1.640 2.822 3.162
C -2.031 3.003 4.479
C -1.147 2.838 5.538
C 0.190 2.494 5.333
C 0.590 2.330 4.019
N 1.805 2.041 3.444
H 3.662 2.102 1.384
H 2.749 0.630 0.952
H 2.330 3.264 -0.266
H 2.721 0.511 -1.185
H 3.698 1.883 -1.740
H -2.144 3.143 -2.922
H -2.764 3.465 -5.306
H -1.186 2.941 -7.101
H 1.107 2.139 -6.599
H 2.747 1.475 -4.295
H -2.306 2.959 2.321
H -3.054 3.278 4.691
H -1.497 2.985 6.550
H 0.877 2.363 6.159
H 2.641 1.768 3.931
Se -0.965 4.436 -0.245
C 0.066 -6.385 1.345
C 1.269 -5.555 0.877
C 2.201 -5.356 2.077
C 2.050 -6.324 -0.199
C 0.754 -4.244 0.296
C -0.017 -4.272 -0.865
C -0.544 -3.131 -1.451
C -0.285 -1.924 -0.837
O -0.660 -0.679 -1.168
B -0.181 0.198 -0.169
O 0.554 -0.598 0.755
C 0.472 -1.879 0.342
C 0.998 -3.020 0.915
H 0.400 -7.332 1.767
H -0.612 -6.589 0.521
H -0.487 -5.839 2.107
H 2.561 -6.327 2.417
H 1.679 -4.882 2.906
H 3.063 -4.750 1.806
H 2.449 -7.252 0.208
H 2.881 -5.718 -0.557
H 1.418 -6.569 -1.048
H -0.225 -5.219 -1.342
H -1.141 -3.188 -2.347
H 1.576 -2.944 1.821
N -5.367 1.541 0.201
C -4.208 2.109 -0.274
N -4.131 3.439 -0.349
S -2.964 1.087 -0.763
H -6.217 2.076 0.115
H -5.460 0.560 -0.008
H -4.783 4.010 0.167
H -3.185 3.835 -0.435
*
```

Summary:
⟨S²⟩ = 8.77
Calculated total energy = -151210.9871 eV